No. 1
This record from OMol25 describes the molecule C29H50O2. The level of theory is ωB97M-V/def2-TZVPD.

Cartesian coordinates (Å):
C 7.001 -0.791 -1.759
C 5.798 -1.688 -1.614
C 4.504 -1.178 -1.584
C 4.232 0.295 -1.711
C 3.422 -2.055 -1.433
C 3.629 -3.426 -1.297
C 4.923 -3.940 -1.357
C 5.172 -5.415 -1.248
C 5.996 -3.068 -1.517
O 7.257 -3.609 -1.573
C 2.462 -4.351 -1.088
C 1.205 -3.574 -0.712
C 1.051 -2.340 -1.604
C 0.958 -2.722 -3.086
C -0.142 -1.471 -1.168
C -1.510 -2.134 -1.295
C -2.661 -1.155 -1.048
C -2.678 -0.496 0.336
C -2.742 -1.536 1.453
C -3.868 0.465 0.466
C -3.787 1.678 -0.462
C -4.778 2.784 -0.088
C -4.438 3.546 1.200
C -5.658 4.339 1.666
C -3.236 4.475 0.990
C -2.567 4.967 2.277
C -2.047 3.868 3.208
C -1.113 2.839 2.562
C -0.764 1.753 3.579
C 0.164 3.484 2.031
O 2.177 -1.484 -1.411
H 7.704 -0.951 -0.939
H 6.714 0.253 -1.744
H 7.516 -0.981 -2.703
H 3.161 0.463 -1.715
H 4.662 0.842 -0.872
H 4.652 0.689 -2.635
H 6.222 -5.623 -1.425
H 4.910 -5.777 -0.254
H 4.573 -5.962 -1.975
H 7.894 -2.899 -1.704
H 2.286 -4.933 -1.999
H 2.698 -5.064 -0.295
H 1.286 -3.234 0.323
H 0.327 -4.214 -0.798
H 0.247 -3.531 -3.233
H 0.646 -1.861 -3.673
H 1.933 -3.041 -3.447
H 0.034 -1.177 -0.132
H -0.122 -0.562 -1.773
H -1.626 -2.531 -2.306
H -1.586 -2.972 -0.602
H -3.604 -1.691 -1.188
H -2.609 -0.373 -1.807
H -1.761 0.089 0.459
H -1.849 -2.156 1.464
H -3.610 -2.180 1.324
H -2.819 -1.046 2.421
H -3.903 0.813 1.500
H -4.796 -0.078 0.273
H -2.769 2.072 -0.449
H -4.000 1.366 -1.486
H -4.835 3.502 -0.910
H -5.768 2.333 0.021
H -4.191 2.818 1.976
H -5.962 5.052 0.903
H -5.440 4.886 2.580
H -6.495 3.672 1.864
H -3.566 5.347 0.420
H -2.486 3.965 0.385
H -1.738 5.620 1.996
H -3.274 5.579 2.842
H -2.897 3.338 3.644
H -1.516 4.349 4.034
H -1.637 2.361 1.729
H -1.665 1.267 3.949
H -0.129 0.995 3.126
H -0.234 2.181 4.427
H 0.688 4.002 2.832
H 0.828 2.726 1.622
H -0.055 4.201 1.243

Results
Spin multiplicity = 1
Energy above the lowest of the compared OMol25 structures with the same formula, charge and spin = 0.188 eV

No. 2
This record from OMol25 describes a cluster of 9 separate species, C50H47Cl2F8I2NO30 in total in a non-equilibrium geometry. The level of theory is ωB97M-V/def2-TZVPD.

Cartesian coordinates (Å):
C -3.792 3.837 -2.432
C -3.885 3.672 -4.035
O -4.002 4.756 -4.681
O -3.800 2.431 -4.715
C -5.035 1.650 -4.547
C -4.819 0.215 -5.242
C -5.056 -1.039 -4.224
C -3.634 -1.769 -4.007
C -3.192 -3.066 -4.714
C -1.784 -3.726 -4.513
O -1.343 -4.909 -5.193
N -1.773 -5.985 -4.417
O -2.591 -6.546 -5.092
C -0.796 -3.048 -3.543
C -1.258 -1.737 -2.803
C -2.644 -1.078 -2.998
Cl -3.067 0.442 -2.069
C -0.155 -1.070 -1.820
O -0.453 -0.626 -0.687
C 1.349 -1.086 -2.416
C 1.804 -2.395 -3.164
C 3.214 -2.506 -3.795
C 4.139 -1.260 -3.653
Cl 5.811 -1.322 -4.403
C 3.692 0.065 -2.928
C 4.652 1.356 -2.846
C 5.097 1.637 -1.329
C 4.624 3.094 -0.842
C 6.709 1.540 -1.276
C 2.288 0.175 -2.274
C 1.700 1.426 -1.501
I 0.835 3.044 -2.655
C 1.674 1.535 -0.065
C 0.987 2.859 0.569
I 2.490 -0.024 1.259
C 0.705 -3.571 -3.259
O 0.987 -4.784 -3.089
H -4.748 3.515 -1.894
H -2.860 3.261 -2.079
H -3.610 4.939 -2.139
H -5.336 1.578 -3.434
H -5.864 2.270 -5.058
H -5.493 0.171 -6.160
H -3.734 0.209 -5.627
H -5.836 -1.776 -4.624
H -5.351 -0.581 -3.221
H -3.904 -3.578 -5.451
H 3.554 -3.436 -4.353
H 4.015 2.233 -3.251
H 5.533 1.242 -3.575
H 4.699 0.774 -0.693
H 4.353 3.033 0.266
H 5.508 3.809 -0.966
H 3.738 3.523 -1.426
H 7.095 0.638 -1.881
H 7.230 2.490 -1.659
H 6.993 1.434 -0.172
H 1.478 3.815 0.185
H 0.958 2.824 1.716
H -0.119 2.834 0.236
O -1.636 -1.609 5.302
C -1.194 -2.055 4.282
O -0.963 -1.315 3.162
C -0.321 -2.176 2.231
C -0.750 -3.529 2.699
F 0.207 -4.456 2.453
O -0.869 -3.365 4.098
H 0.762 -2.032 2.291
H -0.646 -1.964 1.212
H -1.706 -3.866 2.286
O -1.502 -11.399 -8.182
C -1.356 -10.714 -7.213
O -0.455 -9.693 -7.127
C -0.688 -9.052 -5.881
C -1.349 -10.130 -5.082
F -2.233 -9.609 -4.200
O -2.064 -10.861 -6.058
H -1.335 -8.184 -6.036
H 0.248 -8.715 -5.432
H -0.654 -10.794 -4.561
O -3.629 -6.048 -11.226
C -3.502 -6.591 -10.169
O -2.555 -6.257 -9.245
C -2.822 -7.037 -8.089
C -3.581 -8.197 -8.653
F -4.485 -8.667 -7.760
O -4.279 -7.626 -9.741
H -3.413 -6.449 -7.383
H -1.898 -7.343 -7.602
H -2.951 -9.017 -9.009
O 1.565 3.608 7.645
C 0.643 2.846 7.572
O 0.548 1.847 6.651
C -0.614 1.095 6.984
C -1.423 2.085 7.756
F -2.166 1.468 8.707
O -0.442 2.877 8.397
H -0.325 0.226 7.582
H -1.127 0.747 6.087
H -2.064 2.721 7.140
O 1.336 -1.397 10.040
C 1.919 -0.390 10.317
O 2.589 0.379 9.412
C 3.021 1.540 10.107
C 3.049 1.073 11.527
F 2.757 2.085 12.378
O 2.001 0.127 11.576
H 2.304 2.349 9.943
H 4.002 1.864 9.756
H 3.988 0.597 11.826
O -0.945 8.087 0.089
C -1.623 8.257 -0.881
O -2.712 7.501 -1.190
C -3.309 8.096 -2.330
C -2.166 8.845 -2.939
F -2.596 9.966 -3.566
O -1.393 9.223 -1.817
H -4.124 8.753 -2.013
H -3.711 7.337 -3.004
H -1.554 8.250 -3.622
O 5.592 1.152 1.648
C 6.467 0.951 2.440
O 6.350 1.173 3.779
C 7.544 0.688 4.378
C 8.514 0.736 3.241
F 9.434 -0.252 3.345
O 7.703 0.478 2.114
H 7.378 -0.327 4.748
H 7.849 1.320 5.213
H 9.018 1.699 3.119
O -3.310 4.724 6.675
C -3.170 5.394 7.661
O -2.230 6.370 7.793
C -2.478 7.008 9.038
C -3.216 5.951 9.797
F -4.109 6.501 10.654
O -3.926 5.265 8.786
H -3.080 7.906 8.872
H -1.545 7.296 9.525
H -2.571 5.250 10.334

Results
Spin multiplicity = 1
Electronic energy = -6559.708965 Eh